[1]
Computed, not measured: a single C5H6N2 molecule, with ωB97M-V/def2-TZVPD.

Each line ends with the natural charge from an NBO analysis.
Element x y z (Å)
C (-1.36877, -0.55623, 0.02983)  -0.180
C (-1.29442, 1.01401, 0.13894)  -0.431
C (0.19748, 0.79438, 0.17874)  0.346
N (1.41552, 1.25468, 0.08898)  -0.464
C (2.14490, 0.09057, -0.09035)  -0.083
C (1.35292, -1.03872, -0.12680)  -0.127
N (0.09754, -0.54223, 0.10824)  -0.345
H (-1.72754, -0.93762, -0.93028)  0.201
H (-1.85277, -1.09780, 0.84827)  0.203
H (-1.66785, 1.51468, -0.75872)  0.226
H (-1.67677, 1.48543, 1.04416)  0.226
H (3.22013, 0.13491, -0.19151)  0.208
H (1.55491, -2.08042, -0.31608)  0.221

Atoms 1-6, force components in eV/Å:
C -0.221 -0.125 -0.030
C -0.097 0.184 0.080
C 0.073 -0.038 -0.058
N -0.146 -0.175 -0.105
C 0.228 -0.146 -0.082
C 0.122 -0.066 -0.030

Largest force on an atom (hartree/bohr): 0.008
Highest occupied orbital energy (eV): -8.56
Orbital gap (eV): 9.46
E_LUMO (Ha): 0.033
Energy relative to the best compared isomer or geometry (same formula, charge and spin) (kcal/mol): 32.4
Multiplicity: 1


[2]
Computed, not measured: a single C5H6N2 molecule at a distorted geometry, with ωB97M-V/def2-TZVPD.

Each line ends with the natural charge from an NBO analysis.
Element x y z (Å)
C (1.98571, 0.70192, 0.28386)  -0.353
C (0.69253, 0.38884, 0.36189)  -0.114
C (-0.35096, 0.73589, 1.42022)  -0.314
C (-1.49801, 0.13026, 0.88275)  0.031
C (-0.02944, -0.37524, -0.74926)  0.409
H (2.67084, 1.32909, 0.96377)  0.211
H (2.50694, 0.73953, -0.78813)  0.221
H (-0.18292, 1.18314, 2.35167)  0.231
H (-2.50056, 0.09753, 1.26165)  0.203
H (-1.94848, -1.43692, -0.45341)  0.414
H (0.06464, -1.54128, -2.38217)  0.349
N (-1.36234, -0.51194, -0.32894)  -0.631
N (0.58956, -0.89680, -1.69250)  -0.657

Atoms 1-6, force components in eV/Å:
C 2.487 2.225 -2.286
C -0.692 0.985 0.914
C -1.371 -3.431 -4.146
C 1.445 1.424 2.257
C 0.126 -0.338 1.595
H -1.800 -1.234 -0.420

Largest force on an atom (hartree/bohr): 0.108
Highest occupied orbital energy (eV): -7.89
Orbital gap (eV): 8.44
E_LUMO (Ha): 0.020
Energy relative to the best compared isomer or geometry (same formula, charge and spin) (kcal/mol): 50.8
Multiplicity: 1


[3]
Computed, not measured: a single C5H6N2 molecule at a distorted geometry, with ωB97M-V/def2-TZVPD.

Each line ends with the natural charge from an NBO analysis.
Element x y z (Å)
C (-1.38068, -0.56780, 0.04882)  -0.183
C (-1.30399, 1.00827, 0.12921)  -0.440
C (0.18248, 0.79519, 0.19382)  0.352
N (1.39754, 1.26073, 0.11746)  -0.467
C (2.12335, 0.09548, -0.08492)  -0.083
C (1.32603, -1.02844, -0.12709)  -0.128
N (0.08056, -0.53865, 0.14758)  -0.347
H (-1.70878, -0.96330, -0.91869)  0.201
H (-1.87182, -1.12788, 0.85188)  0.206
H (-1.68248, 1.47931, -0.78418)  0.228
H (-1.50900, 1.53331, 1.05145)  0.234
H (3.19644, 0.13463, -0.20626)  0.207
H (1.49735, -2.06467, -0.35555)  0.219

Atoms 1-6, force components in eV/Å:
C -0.146 -0.067 -0.014
C 0.331 0.276 0.085
C 0.148 -0.150 -0.288
N -0.121 -0.238 -0.345
C 0.297 -0.197 -0.094
C 0.264 -0.209 0.031

Largest force on an atom (hartree/bohr): 0.027
Highest occupied orbital energy (eV): -8.50
Orbital gap (eV): 9.41
E_LUMO (Ha): 0.033
Energy relative to the best compared isomer or geometry (same formula, charge and spin) (kcal/mol): 37.8
Multiplicity: 1


[4]
Computed, not measured: a single C5H6N2 molecule at a distorted geometry, with ωB97M-V/def2-TZVPD.

Each line ends with the natural charge from an NBO analysis.
Element x y z (Å)
C (2.48588, -1.19258, 0.04816)  -0.127
C (1.91357, 0.08513, -0.34350)  -0.069
C (1.03286, 1.18086, 0.12221)  0.000
C (-1.98579, -0.17057, -0.67041)  -0.262
C (-1.70452, -0.86038, 0.61314)  -0.270
H (2.97265, -2.10593, -0.06501)  0.220
H (1.48470, 2.16796, 0.43693)  0.214
H (-2.45265, -0.75770, -1.53329)  0.228
H (-2.63023, 0.92422, -0.37210)  0.192
H (-1.56660, -1.89424, 0.69573)  0.198
H (-2.10512, -0.60065, 1.82044)  0.208
N (-0.26559, 1.21451, 0.29701)  -0.215
N (-0.61366, -0.07000, -0.23992)  -0.317

Atoms 1-6, force components in eV/Å:
C -5.400 12.127 -3.367
C 3.590 -10.021 4.067
C -0.182 2.472 1.270
C -4.179 2.931 1.766
C -0.144 2.275 2.727
H 0.702 -1.072 -0.149

Largest force on an atom (hartree/bohr): 0.266
Highest occupied orbital energy (eV): -9.08
Orbital gap (eV): 8.62
E_LUMO (Ha): -0.017
Energy relative to the best compared isomer or geometry (same formula, charge and spin) (kcal/mol): 207.4
Multiplicity: 1


[5]
Computed, not measured: a single C5H6N2 molecule at a distorted geometry, with ωB97M-V/def2-TZVPD.

Each line ends with the natural charge from an NBO analysis.
Element x y z (Å)
C (2.51980, 0.17618, -0.07747)  -0.375
C (1.45902, -0.56141, -0.00798)  -0.204
C (0.00574, -0.14948, -0.05021)  0.050
C (-0.73818, 0.97402, 0.04693)  -0.121
C (-2.02718, -0.77155, -0.04616)  0.170
H (2.54351, 1.28872, 0.02086)  0.189
H (3.56106, -0.30938, -0.11403)  0.199
H (1.65032, -1.58910, 0.18604)  0.220
H (-0.31266, 1.94181, 0.30843)  0.225
H (-2.87823, 1.11011, -0.37001)  0.427
H (-2.92821, -1.42740, 0.14925)  0.202
N (-2.07832, 0.56914, -0.04004)  -0.529
N (-0.77668, -1.25167, -0.00560)  -0.453

Atoms 1-6, force components in eV/Å:
C 3.608 1.806 0.268
C -1.950 0.751 0.305
C 2.096 -1.572 1.170
C 0.482 1.206 -0.532
C -0.150 -2.800 0.688
H -0.208 -0.957 -0.634

Largest force on an atom (hartree/bohr): 0.079
Highest occupied orbital energy (eV): -8.55
Orbital gap (eV): 9.43
E_LUMO (Ha): 0.032
Energy relative to the best compared isomer or geometry (same formula, charge and spin) (kcal/mol): 31.5
Multiplicity: 1


[6]
Computed, not measured: 2 unconnected molecules or ions with the total composition C5H6N2O at a distorted geometry, with ωB97M-V/def2-TZVPD.

Each line ends with the natural charge from an NBO analysis.
Element x y z (Å)
C (-1.76844, 0.14826, -0.06195)  0.398
C (-1.42254, 1.42874, 0.04010)  -0.179
C (0.38793, 0.22620, -0.12869)  0.310
C (1.66166, -0.54056, 0.21216)  -0.270
C (2.83760, 0.04724, -0.09834)  -0.348
H (-2.88605, -1.53417, 0.64658)  0.438
H (-2.06606, 2.25409, 0.34612)  0.225
H (1.55071, -1.62699, 0.30804)  0.204
H (3.86593, -0.36730, -0.17829)  0.224
H (2.49326, 1.28492, -0.42474)  0.226
H (-0.82811, -1.68447, -0.28579)  0.420
N (-0.00040, 1.44585, -0.04114)  -0.434
N (-0.74615, -0.60504, -0.22154)  -0.564
O (-3.07933, -0.47677, -0.11254)  -0.648

Atoms 1-6, force components in eV/Å:
C -6.632 -0.536 -0.205
C 1.260 1.183 0.234
C -0.156 -3.148 1.038
C 0.812 1.152 -2.478
C -2.219 3.447 -0.755
H -1.147 4.857 -3.384

Largest force on an atom (hartree/bohr): 0.129
Highest occupied orbital energy (eV): -8.27
Orbital gap (eV): 7.98
E_LUMO (Ha): -0.011
Energy relative to the best compared isomer or geometry (same formula, charge and spin) (kcal/mol): 93.7
Multiplicity: 1


[7]
Computed, not measured: a single C5H6N2O molecule at a distorted geometry, with ωB97M-V/def2-TZVPD.

Each line ends with the natural charge from an NBO analysis.
Element x y z (Å)
C (-1.77413, -0.15909, 0.62573)  0.188
C (0.43247, -1.04027, 0.65500)  0.269
C (-1.64764, 1.10482, -0.03352)  -0.658
C (-2.47654, 2.11711, -0.24941)  0.792
C (2.27647, -0.65022, -0.67969)  -0.455
N (-0.83762, -0.95871, 1.05168)  -0.495
N (0.93518, -0.40011, -0.33853)  -0.490
O (-3.06419, 3.07134, -0.57187)  -0.412
H (-2.66588, -0.34876, 1.18440)  0.184
H (1.06499, -1.78474, 1.14341)  0.148
H (-0.65980, 1.11892, -0.53035)  0.336
H (3.01050, -0.18135, 0.14705)  0.192
H (2.66037, -1.80253, -0.84622)  0.191
H (2.74584, -0.08643, -1.55768)  0.211

Atoms 1-6, force components in eV/Å:
C 0.819 0.227 2.564
C 2.236 0.459 -1.949
C 1.086 -0.537 -1.018
C -0.118 0.795 -0.944
C 5.107 -0.578 0.326
N -2.567 -0.248 -0.104

Largest force on an atom (hartree/bohr): 0.100
Highest occupied orbital energy (spin up / spin down) (eV): -8.89 / -8.89
Orbital gap (spin up / spin down) (eV): 8.56 / 8.56
E_LUMO (spin up / spin down) (Ha): -0.012 / -0.012
Energy relative to the best compared isomer or geometry (same formula, charge and spin) (kcal/mol): 65.2
Multiplicity: 1


[8]
Computed, not measured: a single C5H6N2O molecule at a distorted geometry, with ωB97M-V/def2-TZVPD.

Each line ends with the natural charge from an NBO analysis.
Element x y z (Å)
C (-1.58388, -0.43314, -0.17620)  0.531
C (0.39032, 0.75050, -0.14995)  0.179
C (1.78072, 0.34807, -0.04785)  -0.435
C (1.23342, -1.16897, -0.01307)  -0.373
C (-0.11829, -0.45711, -0.38716)  -0.188
H (-3.50900, -0.52797, -0.01431)  0.373
H (-0.65778, 2.27404, 0.68843)  0.375
H (2.31542, 0.45414, 0.89141)  0.230
H (2.28885, 0.56785, -1.02662)  0.240
H (1.11062, -1.48117, 1.19471)  0.214
H (1.73669, -1.99110, -0.72992)  0.230
N (-2.62281, -1.11188, 0.00102)  -0.701
N (-0.55927, 1.74068, -0.14594)  -0.272
O (-1.80501, 1.03608, -0.08455)  -0.402

Atoms 1-6, force components in eV/Å:
C -0.402 2.597 0.221
C -2.120 -0.315 -0.654
C 1.793 -1.561 -0.706
C -0.655 -0.856 0.999
C -0.486 -1.946 1.202
H 1.646 -0.759 0.406

Largest force on an atom (hartree/bohr): 0.070
Highest occupied orbital energy (eV): -8.56
Orbital gap (eV): 9.24
E_LUMO (Ha): 0.025
Energy relative to the best compared isomer or geometry (same formula, charge and spin) (kcal/mol): 108.4
Multiplicity: 1


[9]
Computed, not measured: a single C5H6N2O molecule at a distorted geometry, with ωB97M-V/def2-TZVPD.

Each line ends with the natural charge from an NBO analysis.
Element x y z (Å)
C (-1.06707, -0.11768, 0.59908)  0.519
C (-0.77706, 0.85196, -0.26607)  -0.425
C (0.54061, 0.94204, -0.86210)  0.236
C (1.46519, -0.23185, -0.60676)  -0.279
C (1.08818, -1.15795, 0.27063)  -0.001
H (-2.16581, -0.82413, 1.91573)  0.474
H (-1.54053, 1.57329, -0.50835)  0.229
H (0.25781, 2.57661, -1.81889)  0.319
H (2.40497, -0.20238, -1.13479)  0.241
H (1.62226, -2.07679, 0.47939)  0.209
H (-0.38674, -1.80402, 1.56300)  0.395
N (0.97895, 1.82517, -1.68787)  -0.683
N (-0.16190, -1.10673, 0.90231)  -0.598
O (-2.25885, -0.24753, 1.15469)  -0.637

Atoms 1-6, force components in eV/Å:
C 1.248 -0.658 -0.390
C 0.260 0.622 -0.235
C 1.126 -1.046 -0.818
C -1.185 1.413 0.280
C -0.441 -0.571 0.031
H -0.402 -0.084 0.244

Largest force on an atom (hartree/bohr): 0.036
Highest occupied orbital energy (eV): -7.91
Orbital gap (eV): 8.15
E_LUMO (Ha): 0.009
Energy relative to the best compared isomer or geometry (same formula, charge and spin) (kcal/mol): 11.6
Multiplicity: 1